Molecular formula: C47H41N6O3S2SbTeW
Method: DFT, ωB97M-V/def2-TZVPD

```
102
Properties=species:S:1:pos:R:3:mulliken_charge:R:1
W -0.49 1.03 0.35 -0.21
C -1.96 2.69 1.27 0.89
C -2.49 2.23 0.04 -0.20
C -1.56 2.57 -0.99 0.84
C -0.49 3.33 -0.37 1.69
C -0.76 3.42 1.00 0.30
C -0.11 4.37 1.96 -1.49
C 0.54 4.14 -1.11 -2.02
C -1.88 2.53 -2.45 -1.23
C -3.88 1.72 -0.17 -1.49
C -2.70 2.72 2.57 -1.63
H -0.11 3.99 2.98 0.35
H -0.69 5.29 1.95 0.37
H 0.91 4.61 1.67 0.39
H 0.66 3.79 -2.13 0.37
H 1.51 4.10 -0.62 0.46
H 0.21 5.18 -1.14 0.34
H -0.99 2.48 -3.08 0.28
H -2.44 3.42 -2.73 0.36
H -2.49 1.66 -2.67 0.08
H -3.93 1.04 -1.01 0.19
H -4.55 2.56 -0.36 0.38
H -4.23 1.19 0.71 0.44
H -2.03 2.71 3.43 0.36
H -3.39 1.88 2.67 0.42
H -3.30 3.63 2.63 0.38
N 0.50 -0.67 0.90 0.32
C 1.04 -1.68 1.15 1.18
C 1.54 -2.93 1.37 -0.17
C 2.72 -3.21 2.10 -0.22
N 3.67 -3.45 2.70 -0.47
C 0.72 -3.90 0.75 -0.04
N -0.03 -4.55 0.16 -0.49
Te 1.01 0.66 -1.85 -0.04
C 3.07 0.88 -1.32 0.48
C 3.51 0.80 -0.01 -0.27
C 4.85 0.96 0.30 -0.75
C 5.77 1.19 -0.72 -0.55
C 5.34 1.26 -2.04 -0.71
C 3.99 1.11 -2.34 -0.50
H 2.80 0.59 0.78 0.36
H 5.18 0.90 1.33 0.45
H 6.82 1.29 -0.49 0.40
H 6.05 1.43 -2.83 0.41
H 3.64 1.16 -3.36 0.44
O -1.42 -0.97 8.62 -0.66
S -0.82 0.04 9.47 1.18
O -1.50 1.33 9.48 -0.68
O -0.34 -0.43 10.75 -0.66
C 0.67 0.57 8.52 0.10
N 1.79 0.92 9.15 -0.49
C 2.75 1.42 8.38 -0.41
C 2.61 1.58 7.01 -0.63
C 1.40 1.17 6.45 0.10
N 0.44 0.67 7.22 -0.26
C 1.08 1.23 5.03 1.43
C 1.85 1.89 4.06 -1.13
C 1.44 1.88 2.75 -0.82
N 0.33 1.25 2.32 0.74
C -0.41 0.60 3.26 -0.62
C -0.08 0.58 4.58 -1.14
H 3.66 1.71 8.89 0.41
H 3.41 2.00 6.42 0.34
H 2.75 2.41 4.34 0.37
H 2.03 2.36 1.98 0.74
H -1.30 0.10 2.89 0.53
H -0.71 0.08 5.31 0.79
S -1.91 -0.64 -0.41 -0.37
Sb -0.83 -2.05 -2.33 1.39
C -2.57 -3.25 -2.69 0.50
C -3.34 -3.74 -1.65 -0.85
C -4.51 -4.43 -1.91 -0.60
C -4.92 -4.63 -3.22 -0.55
C -4.15 -4.15 -4.27 -0.85
C -2.97 -3.46 -4.01 -0.15
C -1.18 -0.82 -4.09 1.27
C -2.44 -0.29 -4.33 -1.15
C -2.68 0.46 -5.47 -0.54
C -1.66 0.67 -6.39 -0.69
C -0.40 0.14 -6.15 -0.56
C -0.15 -0.60 -5.00 -0.63
C 0.76 -3.25 -3.19 0.96
C 2.06 -2.80 -3.21 -0.64
C 3.05 -3.57 -3.81 -0.68
C 2.72 -4.80 -4.37 -0.57
C 1.41 -5.26 -4.32 -0.62
C 0.42 -4.49 -3.71 -0.72
H -3.01 -3.58 -0.62 0.37
H -5.11 -4.82 -1.10 0.42
H -5.85 -5.15 -3.43 0.40
H -4.46 -4.31 -5.29 0.40
H -2.37 -3.09 -4.83 0.56
H -3.24 -0.48 -3.61 0.54
H -3.66 0.87 -5.64 0.43
H -1.85 1.24 -7.29 0.40
H 0.40 0.29 -6.87 0.41
H 0.84 -1.01 -4.83 0.37
H 2.32 -1.84 -2.77 0.38
H 4.07 -3.22 -3.84 0.45
H 3.48 -5.41 -4.82 0.38
H 1.15 -6.22 -4.75 0.41
H -0.60 -4.85 -3.65 0.43
```

As for the energy: -3741.484630 hartree. Its LUMO energy is -2.59 eV. Its HOMO-LUMO gap is 4.65 eV. The HOMO energy is -7.2 eV. For the energy above the lowest of the compared OMol25 structures with the same formula, charge and spin, the calculation gives 0.938 eV. Its charge is 0. Its spin multiplicity is 1.


Molecular formula: C47H42BrN7OP2SSe2Ti
Method: DFT, ωB97M-V/def2-TZVPD

```
104
Properties=species:S:1:pos:R:3:mulliken_charge:R:1
Ti -2.33 -1.60 0.15 0.16
C -4.04 -0.40 3.66 -1.26
C -4.25 -0.77 2.23 0.91
O -3.74 -1.79 1.72 -0.61
N -5.02 0.07 1.46 -0.05
C -5.43 -0.27 0.09 -1.24
C -4.62 0.49 -0.94 0.76
C -5.29 1.35 -1.81 -0.93
C -4.58 2.05 -2.75 -0.83
C -3.22 1.82 -2.79 -0.85
C -2.64 1.00 -1.83 -0.36
N -3.29 0.30 -0.91 1.29
H -4.10 -1.34 4.24 0.32
H -4.72 0.36 4.05 0.39
H -3.00 -0.05 3.72 0.26
H -5.20 1.00 1.83 0.21
H -6.50 -0.11 -0.04 0.54
H -5.23 -1.33 -0.07 0.17
H -6.35 1.44 -1.65 0.47
H -5.08 2.76 -3.41 0.55
H -2.54 2.26 -3.51 0.51
H -1.56 0.87 -1.80 0.06
Br -1.41 -3.93 1.00 -0.21
C -2.73 -4.83 -0.10 0.78
C -3.17 -6.04 0.34 -0.92
C -4.01 -6.78 -0.52 -0.57
C -4.37 -6.29 -1.74 -0.90
C -3.95 -5.01 -2.16 0.74
C -4.28 -4.52 -3.45 -0.66
C -3.89 -3.26 -3.82 -1.15
C -3.25 -2.43 -2.89 -0.09
C -2.85 -2.82 -1.63 0.32
C -3.15 -4.19 -1.31 0.38
H -2.83 -6.41 1.30 0.45
H -4.42 -7.72 -0.22 0.38
H -5.00 -6.88 -2.40 0.35
H -4.94 -5.12 -4.08 0.33
H -4.14 -2.90 -4.81 0.43
H -3.08 -1.42 -3.25 0.43
Se 1.62 1.55 4.96 -0.36
P 2.40 1.06 3.07 0.17
C 2.88 2.58 2.17 0.59
C 4.19 2.98 1.93 -0.05
C 4.43 4.23 1.39 -0.69
C 3.37 5.07 1.06 -0.65
C 2.05 4.68 1.29 -0.69
C 1.80 3.44 1.88 -0.70
C 3.84 -0.04 3.15 0.46
C 3.74 -1.33 2.66 -0.29
C 4.79 -2.27 2.77 -0.64
C 5.97 -1.85 3.36 -0.61
C 6.10 -0.57 3.89 -0.82
C 5.04 0.33 3.82 -0.41
C 1.13 0.27 1.94 -0.22
C 0.96 -0.28 0.64 -0.32
N -0.31 -0.65 0.58 0.87
N -0.92 -0.38 1.73 0.55
N -0.09 0.17 2.57 -1.04
P 1.88 -0.64 -0.91 0.80
Se 0.51 -1.16 -2.48 -0.37
C 2.96 0.76 -1.29 0.25
C 4.26 0.91 -0.81 0.25
C 5.05 1.97 -1.22 -1.18
C 4.54 2.94 -2.06 -0.54
C 3.23 2.84 -2.52 -0.83
C 2.46 1.76 -2.14 -0.70
C 2.93 -2.10 -0.62 0.51
C 2.37 -3.15 0.11 -0.60
C 3.08 -4.33 0.29 -0.43
C 4.36 -4.47 -0.22 -0.65
C 4.92 -3.40 -0.90 -0.64
C 4.21 -2.23 -1.12 -0.27
H 5.03 2.33 2.17 0.41
H 5.44 4.54 1.18 0.42
H 3.55 6.05 0.63 0.38
H 1.23 5.36 1.07 0.52
H 0.79 3.16 2.17 0.41
H 2.82 -1.64 2.19 0.52
H 4.65 -3.27 2.40 0.48
H 6.77 -2.56 3.50 0.41
H 7.00 -0.29 4.42 0.40
H 5.09 1.29 4.30 0.58
H 4.67 0.19 -0.13 0.67
H 6.06 2.06 -0.86 0.44
H 5.15 3.80 -2.36 0.38
H 2.84 3.59 -3.21 0.42
H 1.46 1.60 -2.53 0.35
H 1.38 -3.09 0.52 -0.11
H 2.66 -5.14 0.84 0.47
H 4.91 -5.39 -0.04 0.39
H 5.94 -3.47 -1.30 0.40
H 4.68 -1.42 -1.66 0.62
S -1.64 2.76 1.01 -0.19
C -2.00 3.82 -0.23 -0.23
N -3.20 4.47 -0.38 -0.15
C -3.24 5.13 -1.68 -0.15
C -1.77 5.37 -1.93 -0.74
N -1.21 4.21 -1.24 0.13
H -4.01 4.01 0.01 0.27
H -3.77 6.08 -1.63 0.40
H -3.68 4.52 -2.47 -0.06
H -1.45 6.29 -1.46 0.37
H -1.54 5.36 -2.98 0.40
H -0.20 4.04 -1.20 0.07
```

As for the energy: -11582.077453 hartree. Its LUMO energy (spin up / spin down) is 0.15 / 0.13 eV. Its HOMO-LUMO gap (spin up / spin down) is 6.04 / 7.39 eV. As for the expectation value of S²: 2.005. The HOMO energy (spin up / spin down) is -5.9 / -7.3 eV. For the energy above the lowest of the compared OMol25 structures with the same formula, charge and spin, the calculation gives 0.000 eV. Its charge is 0. Its spin multiplicity is 3.


Molecular formula: C47H42F3FeN3P2Se2
Method: DFT, ωB97M-V/def2-TZVPD

```
100
Properties=species:S:1:pos:R:3:mulliken_charge:R:1
Fe 2.05 -0.06 -1.52 0.85
C 5.36 -1.88 -1.90 -1.89
C 4.67 -0.56 -2.14 1.07
C 4.75 0.46 -1.17 1.24
C 5.43 0.19 0.15 -2.67
C 4.23 1.74 -1.45 1.18
C 4.45 2.87 -0.48 -2.22
C 3.56 1.97 -2.66 1.13
C 2.99 3.34 -2.93 -2.62
C 3.47 0.95 -3.63 1.43
C 2.85 1.25 -4.97 -2.22
C 3.99 -0.33 -3.35 0.70
C 3.85 -1.43 -4.36 -2.70
H 5.79 -2.26 -2.82 0.50
H 4.65 -2.62 -1.51 0.28
H 6.16 -1.78 -1.18 0.44
H 6.51 0.27 0.04 0.42
H 5.19 -0.81 0.50 0.55
H 5.11 0.90 0.91 0.50
H 5.44 2.81 -0.04 0.51
H 3.71 2.83 0.33 0.34
H 4.36 3.83 -0.96 0.47
H 3.79 4.04 -3.16 0.42
H 2.45 3.70 -2.06 0.45
H 2.30 3.33 -3.77 0.45
H 3.25 2.18 -5.37 0.47
H 1.77 1.35 -4.87 0.41
H 3.06 0.47 -5.69 0.46
H 4.57 -1.32 -5.17 0.38
H 2.85 -1.43 -4.79 0.48
H 4.00 -2.41 -3.91 0.53
Se -0.18 3.76 3.99 -0.30
P -1.30 2.20 3.02 -0.01
C -1.71 0.92 4.25 0.40
C -3.01 0.46 4.46 -0.09
C -3.24 -0.45 5.47 -0.68
C -2.20 -0.92 6.25 -0.65
C -0.90 -0.48 6.02 -0.91
C -0.67 0.46 5.04 -0.42
C -2.86 2.84 2.34 0.52
C -3.17 2.78 0.99 -0.46
C -4.35 3.37 0.55 -0.66
C -5.19 4.00 1.45 -0.48
C -4.88 4.04 2.80 -0.81
C -3.71 3.46 3.25 -0.25
C -0.30 1.61 1.66 1.03
C 0.33 0.51 1.07 -0.71
N 1.11 1.05 0.08 0.99
N 0.95 2.34 0.08 -0.91
N 0.13 2.70 1.00 -0.48
P 0.48 -1.27 1.24 1.29
Se 1.95 -2.05 -0.14 -0.51
C -1.15 -2.04 1.03 0.07
C -1.40 -2.88 -0.05 -0.93
C -2.65 -3.45 -0.19 -0.64
C -3.65 -3.17 0.73 -0.70
C -3.40 -2.32 1.79 -0.64
C -2.15 -1.76 1.95 0.60
C 1.14 -1.65 2.87 0.78
C 1.09 -2.96 3.33 -0.83
C 1.81 -3.32 4.45 -0.71
C 2.56 -2.36 5.12 -0.62
C 2.60 -1.05 4.67 -0.56
C 1.90 -0.70 3.53 -0.67
H -3.82 0.81 3.84 0.52
H -4.25 -0.80 5.66 0.46
H -2.39 -1.62 7.05 0.44
H -0.09 -0.84 6.62 0.47
H 0.32 0.86 4.89 0.58
H -2.51 2.29 0.30 0.42
H -4.59 3.35 -0.50 0.44
H -6.09 4.48 1.09 0.39
H -5.54 4.53 3.50 0.41
H -3.44 3.50 4.30 0.43
H -0.61 -3.09 -0.76 0.28
H -2.85 -4.11 -1.02 0.49
H -4.63 -3.62 0.62 0.44
H -4.18 -2.10 2.50 0.51
H -1.94 -1.11 2.79 -0.02
H 0.51 -3.70 2.79 0.48
H 1.81 -4.34 4.79 0.48
H 3.15 -2.65 5.98 0.45
H 3.20 -0.31 5.19 0.48
H 1.95 0.32 3.15 0.54
F -5.37 -2.44 -6.71 -0.25
C -5.55 -1.52 -5.75 0.81
F -6.55 -1.96 -4.97 -0.28
F -5.99 -0.41 -6.36 -0.25
C -4.28 -1.26 -4.99 0.40
C -4.20 -1.45 -3.61 -0.71
C -3.01 -1.20 -2.96 -0.50
C -1.89 -0.76 -3.69 0.46
C -2.00 -0.55 -5.07 -0.69
C -3.18 -0.80 -5.71 -1.01
C -0.65 -0.52 -3.08 0.40
C 0.49 -0.28 -2.71 -0.60
H -5.05 -1.81 -3.06 0.51
H -2.92 -1.33 -1.90 0.68
H -1.14 -0.20 -5.61 0.52
H -3.27 -0.65 -6.78 0.41
```

As for the energy: -9029.076877 hartree. Its LUMO energy (spin up / spin down) is -5.52 / -3.99 eV. Its HOMO-LUMO gap (spin up / spin down) is 3.82 / 5.36 eV. As for the expectation value of S²: 1.155. The HOMO energy (spin up / spin down) is -9.3 / -9.3 eV. For the energy above the lowest of the compared OMol25 structures with the same formula, charge and spin, the calculation gives 2.315 eV. Its charge is +1. Its spin multiplicity is 2.


Molecular formula: C47H44BrFeN4O3P2STe
Method: DFT, ωB97M-V/def2-TZVPD

```
104
Properties=species:S:1:pos:R:3:mulliken_charge:R:1
Fe -1.19 -0.48 0.03 0.55
O -3.29 2.21 -0.38 -0.65
S -2.01 1.73 0.17 1.48
C -0.90 3.07 -0.37 0.15
C -1.42 4.36 -0.32 -0.75
C -0.77 5.38 -1.00 -0.90
C 0.35 5.09 -1.76 -0.82
C 0.87 3.80 -1.79 -0.89
C 0.27 2.77 -1.06 -0.04
P 0.81 0.98 -0.88 3.40
C 2.11 1.32 0.40 0.76
C 2.18 2.51 1.12 -0.22
C 3.27 2.78 1.94 -0.86
C 4.30 1.86 2.06 -0.71
C 4.23 0.66 1.37 -0.80
C 3.15 0.39 0.54 -0.35
C 2.01 0.86 -2.28 0.86
C 3.17 1.64 -2.36 -0.57
C 4.06 1.47 -3.42 -0.98
C 3.81 0.51 -4.40 -0.94
C 2.67 -0.27 -4.32 -0.85
C 1.79 -0.09 -3.27 0.13
C -2.16 2.09 1.94 -0.02
C -3.18 2.96 2.29 -0.57
C -3.42 3.23 3.63 -1.02
C -2.64 2.63 4.60 -0.84
C -1.66 1.72 4.24 -0.76
C -1.42 1.40 2.91 -0.02
P -0.19 0.13 2.38 2.97
C 0.60 -0.20 4.01 0.05
C 0.12 -1.19 4.87 -0.02
C 0.72 -1.40 6.10 -0.89
C 1.80 -0.62 6.50 -0.57
C 2.27 0.37 5.65 -0.76
C 1.68 0.58 4.41 -0.13
C -1.20 -1.38 2.19 -1.71
C -0.40 -2.62 1.91 0.15
C -1.71 -3.82 0.21 -0.19
C -2.94 -3.55 0.66 -1.88
C -3.43 -2.30 1.29 -0.12
C -2.52 -1.29 1.87 -0.99
H -2.33 4.56 0.22 0.40
H -1.17 6.39 -0.97 0.37
H 0.83 5.87 -2.34 0.37
H 1.75 3.60 -2.38 0.42
H 1.39 3.24 1.04 0.25
H 3.31 3.72 2.48 0.35
H 5.15 2.08 2.71 0.35
H 5.02 -0.07 1.47 0.45
H 3.13 -0.53 -0.02 0.11
H 3.40 2.37 -1.60 0.60
H 4.95 2.07 -3.47 0.44
H 4.52 0.37 -5.20 0.39
H 2.47 -1.03 -5.06 0.52
H 0.92 -0.71 -3.17 -0.29
H -3.80 3.38 1.51 0.54
H -4.23 3.90 3.91 0.40
H -2.82 2.83 5.65 0.43
H -1.09 1.23 5.02 0.42
H -0.74 -1.78 4.59 0.13
H 0.33 -2.17 6.76 0.47
H 2.26 -0.78 7.46 0.39
H 3.12 0.99 5.94 0.43
H 2.05 1.35 3.75 0.31
H 0.66 -2.35 1.97 0.71
H -1.52 -4.72 -0.35 0.52
H -3.73 -4.26 0.42 0.36
H -4.30 -2.46 1.91 0.85
H -3.05 -0.41 2.23 0.55
Br -2.02 -3.90 4.05 -0.26
C -0.60 -3.84 2.75 -0.56
C 0.03 -5.01 2.48 -0.64
C 0.96 -5.29 1.45 -1.20
C 1.28 -4.51 0.33 -1.03
C 0.62 -3.41 -0.16 0.35
N -0.61 -2.98 0.44 2.06
C 1.35 -2.34 -0.85 -1.31
O 2.32 -2.52 -1.59 -0.83
O 0.89 -1.14 -0.52 1.15
H -0.17 -5.83 3.17 0.41
H 1.54 -6.20 1.57 0.28
H 2.17 -4.78 -0.23 0.40
Te -4.04 -1.00 -0.40 0.06
C -0.74 1.14 -4.90 -1.25
N -1.52 0.56 -3.83 1.10
C -2.64 1.37 -3.39 -0.92
C -1.34 -0.73 -3.40 -1.18
N -1.44 -1.07 -2.17 0.04
N -0.99 -1.63 -4.41 0.54
C -0.52 -2.95 -4.01 -1.12
C -1.81 -1.64 -5.61 -1.22
H -0.30 2.09 -4.55 0.20
H -1.35 1.36 -5.78 0.43
H 0.07 0.47 -5.18 0.41
H -3.38 1.46 -4.20 0.27
H -2.31 2.37 -3.10 0.27
H -3.12 0.91 -2.53 0.06
H -1.36 -2.08 -2.04 -0.46
H 0.25 -2.87 -3.25 0.30
H -0.08 -3.43 -4.89 0.37
H -1.33 -3.59 -3.64 0.34
H -2.32 -0.68 -5.73 0.38
H -2.57 -2.43 -5.57 0.38
H -1.18 -1.81 -6.49 0.30
```

As for the energy: -7448.731347 hartree. Its LUMO energy (spin up / spin down) is 2.25 / 2.20 eV. Its HOMO-LUMO gap (spin up / spin down) is 5.47 / 5.43 eV. As for the expectation value of S²: 6.039. The HOMO energy (spin up / spin down) is -3.2 / -3.2 eV. For the energy above the lowest of the compared OMol25 structures with the same formula, charge and spin, the calculation gives 4.298 eV. Its charge is -1. Its spin multiplicity is 5.